ORCA calculation (ωB97M-V/def2-TZVPD) on a molecular structure, C21H40N2O4Si4Zr in a non-equilibrium geometry.

Properties
Kohn-Sham gap (spin up / spin down) = 0.200 / 0.201 Ha
Net charge = +2

Positions of all 72 atoms, in Å:
1 Zr 12.003 10.064 8.828
2 O 11.323 9.931 10.775
3 C 10.762 10.856 11.519
4 C 10.865 12.228 11.332
5 C 10.609 13.078 12.423
6 C 10.834 14.423 12.317
7 C 11.193 15.043 11.114
8 C 11.302 14.266 9.964
9 C 11.234 12.837 10.085
10 O 11.481 12.028 9.080
11 N 10.658 15.241 13.539
12 O 10.563 14.714 14.655
13 O 10.696 16.439 13.313
14 H 10.067 10.505 12.319
15 H 10.296 12.675 13.369
16 H 11.324 16.109 11.065
17 H 11.545 14.720 8.995
18 C 15.044 10.854 12.881
19 Si 15.784 11.279 11.225
20 C 16.065 13.103 10.986
21 C 17.432 10.350 11.239
22 Si 14.671 10.437 9.198
23 Si 14.078 8.081 8.508
24 C 13.929 6.524 9.633
25 C 12.429 7.936 7.520
26 C 15.480 7.546 7.355
27 Si 15.311 11.709 7.296
28 C 16.225 13.359 7.434
29 C 16.538 10.795 6.138
30 C 13.996 12.508 6.139
31 H 14.105 10.301 12.895
32 H 14.921 11.721 13.582
33 H 15.824 10.172 13.258
34 H 15.091 13.619 10.873
35 H 16.595 13.285 10.033
36 H 16.580 13.641 11.778
37 H 17.286 9.258 11.298
38 H 18.024 10.628 12.098
39 H 17.983 10.553 10.286
40 H 13.234 6.588 10.441
41 H 14.889 6.253 10.073
42 H 13.657 5.669 8.970
43 H 11.772 7.214 7.996
44 H 12.850 7.519 6.599
45 H 11.873 8.838 7.206
46 H 16.127 8.396 7.049
47 H 15.089 7.072 6.411
48 H 16.191 6.816 7.835
49 H 17.253 13.269 7.798
50 H 15.712 14.133 8.028
51 H 16.266 13.767 6.378
52 H 16.059 10.489 5.194
53 H 17.077 9.921 6.509
54 H 17.283 11.581 5.969
55 H 13.393 11.779 5.621
56 H 14.524 13.123 5.370
57 H 13.309 13.187 6.627
58 C 6.804 9.869 6.267
59 C 7.377 9.808 7.658
60 C 6.968 11.096 8.325
61 C 7.182 8.558 8.472
62 C 8.863 9.910 7.516
63 N 9.953 9.875 7.921
64 H 5.696 10.061 6.256
65 H 6.932 8.917 5.708
66 H 7.309 10.630 5.644
67 H 5.884 11.120 8.365
68 H 7.316 11.967 7.696
69 H 7.351 11.183 9.357
70 H 6.130 8.230 8.636
71 H 7.702 8.751 9.429
72 H 7.640 7.677 7.985



ORCA calculation (ωB97M-V/def2-TZVPD) on a molecular structure, C3H8NO2S in a non-equilibrium geometry.

Properties
Kohn-Sham gap = 0.280 Ha
Net charge = -1

Positions of all 15 atoms, in Å:
1 C 2.115 1.878 0.223
2 C 0.862 1.566 1.009
3 S -0.618 1.823 -0.178
4 H 2.172 2.947 -0.075
5 H 2.095 1.289 -0.699
6 H 3.070 1.663 0.774
7 H 0.747 0.499 1.337
8 H 0.809 2.222 1.910
9 H -0.987 0.263 -0.167
10 N -2.076 -2.992 -0.514
11 C -1.418 -1.716 -0.862
12 O -1.127 -0.960 0.188
13 O -1.190 -1.459 -2.045
14 H -2.345 -3.634 -1.288
15 H -2.107 -3.389 0.387



ORCA calculation (ωB97M-V/def2-TZVPD) on 2 unconnected molecules or ions with the total composition C14H26FN2O9S in a non-equilibrium geometry.

Properties
Kohn-Sham gap = 0.160 Ha
Net charge = -1

Positions of all 53 atoms, in Å:
1 C -1.547 -3.486 2.776
2 C -2.818 -3.174 1.828
3 C -2.470 -2.322 0.501
4 C -0.910 -1.912 0.374
5 N -0.674 -1.328 -0.986
6 C 0.682 -0.795 -1.156
7 O 1.651 -0.929 -0.108
8 C 2.317 -2.219 -0.104
9 C 2.263 -2.744 1.448
10 O 1.294 -1.219 -2.439
11 S 2.568 -0.186 -2.826
12 O 3.936 -0.513 -2.239
13 O 2.886 0.066 -4.269
14 O 2.071 1.064 -1.829
15 C 0.684 0.836 -1.377
16 C 0.217 1.502 -0.003
17 O -0.023 2.926 -0.073
18 C -1.028 3.369 0.871
19 C -0.356 4.568 1.750
20 C 0.827 3.852 2.623
21 C -0.140 1.434 -2.625
22 O -1.358 1.178 -2.856
23 N 0.460 2.411 -3.608
24 C 0.702 3.717 -2.993
25 O 1.673 3.993 -2.253
26 F -0.253 4.737 -3.233
27 H -0.894 -4.309 2.289
28 H -0.924 -2.565 3.044
29 H -1.954 -3.933 3.747
30 H -3.664 -2.642 2.384
31 H -3.195 -4.207 1.468
32 H -2.809 -2.910 -0.437
33 H -3.084 -1.352 0.543
34 H -0.526 -1.278 1.245
35 H -0.332 -2.918 0.390
36 H -1.406 -0.612 -1.094
37 H 1.788 -3.034 -0.709
38 H 3.447 -2.151 -0.343
39 H 1.582 -3.683 1.477
40 H 3.291 -3.090 1.804
41 H 1.760 -1.981 2.144
42 H 0.917 1.315 0.885
43 H -0.786 0.989 0.276
44 H -1.859 3.873 0.262
45 H -1.394 2.571 1.600
46 H -1.150 5.065 2.427
47 H 0.146 5.361 1.097
48 H 1.190 4.500 3.492
49 H 0.368 2.854 2.980
50 H 1.671 3.642 1.872
51 H 1.293 2.016 -4.067
52 O -3.166 -3.392 -2.574
53 H -2.968 -2.954 -3.397



Number 1: total energy -66370.064 eV. Number 2: total energy -19662.866 eV. Number 3: total energy -49892.647 eV.